(1)
A cluster of 2 separate species, C3H5Br3O3 in total, computed with ωB97M-V/def2-TZVPD.

Gap between HOMO and LUMO ... 8.39 eV
F_max ... 4.6 eV/A
Total charge ... 0
Relative energy (zero: lowest compared OMol25 entry of this formula, charge and spin) ... 0.0 kcal per mole

Structure (XYZ):
```
14
Properties=species:S:1:pos:R:3:nbo_charge:R:1
C 1.56 -0.39 -0.25 -0.48
C 0.59 -0.66 0.83 -0.45
C -1.45 0.20 0.14 0.98
O -1.86 0.57 1.36 -0.64
O -1.12 1.25 -0.66 -0.70
O -1.84 -0.98 -0.40 -0.71
Br 0.92 -0.96 -2.11 -0.10
Br 1.29 0.41 2.28 0.04
Br 0.26 -2.54 1.16 0.03
H 1.75 0.66 -0.46 0.24
H 2.49 -0.95 -0.08 0.21
H -1.72 1.55 1.20 0.51
H -1.14 1.04 -1.59 0.53
H -1.61 -1.79 0.18 0.52
```

---

(2)
A cluster of 2 separate species, C7H14OS4 in total, computed with ωB97M-V/def2-TZVPD.

Gap between HOMO and LUMO (spin up / spin down) ... 7.11 / 7.11 eV
F_max ... 5.0 eV/A
Total charge ... 0
Relative energy (zero: lowest compared OMol25 entry of this formula, charge and spin) ... 13.1 kcal per mole

Structure (XYZ):
```
26
Properties=species:S:1:pos:R:3:nbo_charge:R:1
C -0.34 1.51 0.77 0.09
C -1.93 3.58 -0.82 -0.63
C -0.31 -2.45 0.06 -0.62
C 2.05 -2.87 0.73 -0.61
C -2.40 2.57 0.28 -0.08
C 0.99 -1.79 0.35 -0.42
C 1.48 -0.86 -0.71 -0.14
O -1.27 2.31 1.11 -0.49
S 0.78 1.02 1.94 -0.23
S 2.74 0.25 -0.52 0.16
S 1.38 -1.43 -2.37 0.08
S -0.41 0.88 -0.81 -0.11
H -1.44 3.09 -1.57 0.22
H -2.85 4.10 -1.14 0.21
H -1.30 4.39 -0.28 0.22
H -0.72 -3.03 0.96 0.23
H -1.00 -1.64 -0.30 0.23
H -0.25 -3.21 -0.80 0.21
H 3.07 -2.43 1.00 0.22
H 2.18 -3.54 -0.07 0.22
H 1.88 -3.06 1.77 0.24
H -2.59 1.54 -0.07 0.21
H -3.14 3.01 0.89 0.20
H 0.85 -1.30 1.30 0.28
H 2.48 0.63 0.74 0.17
H 0.08 -1.27 -2.43 0.14
```

---

Number 1: E_tot -219459.7536 eV. Number 2: E_tot -52871.1939 eV.